{
  "formula": "C4H9NO",
  "method": "wB97M-V/def2-TZVPD",
  "total_energy_ev": -7826.64490,
  "multiplicity": 1,
  "orbital_gap_ev": 8.1,
  "elements": ["O", "C", "C", "C", "C", "N", "H", "H", "H", "H", "H", "H", "H", "H", "H"],
  "positions_angstrom": [[1.89594, -0.53715, -0.79384], [0.71379, -0.46110, -0.93469], [-0.21643, 0.88743, -0.41638], [-0.13005, -0.38917, 0.40090], [-1.33312, -1.31402, 0.43817], [-1.39577, 1.13303, -0.88461], [0.35488, -0.77419, -1.92328], [0.29963, 1.72362, 0.06117], [2.60481, 1.64312, 1.50104], [0.52327, -0.27506, 1.25386], [-2.17006, -0.82342, -0.06260], [-1.13813, -2.18386, -0.19171], [-1.60522, -1.52285, 1.46834], [2.95343, 1.00864, 1.65900], [-1.35697, 1.88500, -1.57538]],
  "forces_ev_per_a": [[2.6, 0.9, -0.3], [1.2, -4.6, 0.6], [-4.8, 2.5, 5.6], [-0.1, 1.0, -2.4], [0.1, 0.8, -0.8], [0.6, -0.4, -2.7], [-1.1, 0.3, 0.1], [1.4, -0.1, -1.3], [0.0, 0.0, 0.0], [0.3, -0.4, -0.2], [-0.1, 0.1, 0.3], [0.0, -0.4, 0.6], [0.1, -0.4, 0.0], [0.0, 0.0, 0.0], [-0.2, 0.6, 0.6]]
}